Record 1
Below is one molecule with the formula C4H6ClN, with properties calculated with wB97M-V/def2-TZVPD.

Structure (XYZ):
```
12
C4H6ClN wB97M-V/def2-TZVPD
C 1.74 1.52 -0.58
C 0.78 0.57 -0.57
C -1.71 -0.71 0.25
C -0.46 -0.95 0.82
N 0.78 -0.29 0.47
Cl -0.24 0.44 -1.95
H 1.83 2.26 -1.43
H 2.19 1.60 0.35
H -1.85 -0.24 -0.66
H -2.49 -1.24 0.62
H -0.58 -0.97 1.99
H 0.02 -1.99 0.67
```

lowest unoccupied orbital energy (spin up / spin down) = 0.1 / -1.0 eV
charge = 0
orbital gap (spin up / spin down) = 8.814 / 7.188 eV

Results of the natural (NBO) charge analysis, in e, for atoms 1 through 2:
1 C -0.325
2 C 0.054

---

Record 2
Below is one molecule with the formula C4H7N3, with properties calculated with wB97M-V/def2-TZVPD.

Structure (XYZ):
```
14
C4H7N3 wB97M-V/def2-TZVPD
H -0.06 1.21 -2.16
N 0.82 0.80 -1.87
C 0.43 0.44 -0.73
C -0.99 0.67 -0.24
C -1.16 -0.49 0.71
N 0.20 -0.66 1.22
C 1.18 -0.34 0.31
N 2.41 -0.66 0.40
H 2.93 -0.27 -0.39
H -1.04 1.64 0.26
H -1.76 0.70 -1.03
H -1.51 -1.37 0.14
H -1.86 -0.30 1.51
H 0.40 -1.38 1.89
```

structure (SMILES) = [H]/N=C1\CCN\C1=N\[H]
lowest unoccupied orbital energy = 0.7 eV
charge = 0
orbital gap = 9.875 eV

Results of the natural (NBO) charge analysis, in e, for atoms 1 through 2:
1 H 0.329
2 N -0.549

---

Record 3
Below is C27H33AsBMnN4O3 as an isolated structure, with properties calculated with wB97M-V/def2-TZVPD.

Structure (XYZ):
```
70
C27H33AsBMnN4O3 wB97M-V/def2-TZVPD
Mn 0.01 -0.18 -0.46
C 3.06 -2.85 -1.14
C 3.61 -1.68 -0.29
C 4.72 -1.98 0.52
C 5.35 -1.02 1.31
C 5.09 0.35 1.06
C 4.04 0.67 0.25
C 3.94 2.21 0.00
C 3.29 -0.32 -0.44
N 2.14 0.00 -1.18
C 2.35 0.89 -2.24
O 3.45 1.08 -2.74
C 1.13 1.57 -2.67
C 1.19 2.64 -3.60
C 0.02 3.30 -3.99
C -1.18 2.81 -3.47
C -1.19 1.79 -2.49
N -0.03 1.15 -2.18
C -2.43 1.53 -1.73
O -3.45 2.13 -1.92
N -2.19 0.47 -0.77
C -3.37 -0.02 -0.24
C -3.79 0.49 1.03
C -3.11 1.72 1.56
C -4.78 -0.18 1.79
C -5.57 -1.09 1.17
C -5.35 -1.33 -0.16
C -4.22 -0.94 -0.88
C -3.81 -1.70 -2.16
H 3.83 -3.61 -1.39
H 2.47 -2.48 -1.99
H 2.24 -3.38 -0.56
H 5.02 -3.01 0.69
H 6.15 -1.27 2.06
H 5.68 1.13 1.54
H 4.70 2.70 0.60
H 2.92 2.54 0.28
H 4.19 2.49 -1.02
H 2.14 2.74 -4.12
H -0.05 4.18 -4.59
H -2.16 3.24 -3.67
H -2.01 1.61 1.59
H -3.44 1.97 2.59
H -3.22 2.61 0.87
H -5.04 0.25 2.76
H -6.40 -1.56 1.69
H -5.98 -2.11 -0.64
H -3.64 -2.78 -1.98
H -2.91 -1.31 -2.57
H -4.56 -1.61 -2.98
B -1.13 -4.58 -2.04
C -0.75 -3.18 -1.47
N -0.47 -2.05 -1.19
H 0.00 -5.13 -2.11
H -1.50 -4.30 -3.19
H -1.99 -5.10 -1.36
C 2.22 0.02 3.52
As 0.44 0.74 3.02
C -0.97 -0.40 3.72
C 0.20 2.61 3.58
O 0.57 0.55 1.28
H 2.88 0.85 3.23
H 2.36 -0.88 2.86
H 2.37 -0.26 4.59
H -1.36 0.08 4.67
H -0.48 -1.36 3.84
H -1.70 -0.39 2.89
H 0.22 3.22 2.69
H 1.03 2.90 4.26
H -0.79 2.79 4.10
```

lowest unoccupied orbital energy (spin up / spin down) = 1.9 / 1.9 eV
spin multiplicity = 6
charge = -1
⟨S²⟩ = 8.755
orbital gap (spin up / spin down) = 6.418 / 6.884 eV

Results of the natural (NBO) charge analysis, in e, for atoms 1 through 2:
1 Mn 1.583
2 C -0.645

---

Record 4
Below is C19H26AsFeN2O as an isolated structure, with properties calculated with wB97M-V/def2-TZVPD.

Structure (XYZ):
```
50
C19H26AsFeN2O wB97M-V/def2-TZVPD
Fe 0.33 0.12 -0.45
C -1.73 -3.49 -1.99
C -2.75 -2.90 -2.72
C -2.86 -1.52 -2.77
C -1.94 -0.73 -2.07
N -0.96 -1.32 -1.36
C -0.86 -2.65 -1.32
C -1.97 0.76 -2.06
C -2.95 1.46 -2.75
C -2.96 2.85 -2.72
C -1.99 3.53 -2.01
C -1.01 2.82 -1.32
C -0.97 1.43 -1.32
H -1.61 -4.56 -1.93
H -3.46 -3.52 -3.26
H -3.65 -1.06 -3.34
H -0.04 -3.05 -0.73
H -3.72 0.95 -3.31
H -3.73 3.39 -3.26
H -2.00 4.61 -1.98
H -0.27 3.38 -0.76
C -1.91 0.26 4.34
C -0.84 -0.79 4.01
C -1.45 -2.20 4.01
C 0.33 -0.70 4.99
C -0.34 -0.51 2.66
N 0.05 -0.30 1.60
H -2.30 0.06 5.33
H -2.74 0.22 3.63
H -1.49 1.27 4.33
H -1.83 -2.42 5.01
H -0.70 -2.96 3.76
H -2.28 -2.28 3.30
H -0.05 -0.90 6.00
H 0.78 0.29 4.98
H 1.09 -1.45 4.77
C 3.01 1.91 -2.53
As 3.51 0.57 -1.26
C 4.20 1.43 0.30
C 4.86 -0.55 -2.00
O 2.18 -0.37 -0.87
H 3.87 2.52 -2.80
H 2.22 2.52 -2.10
H 2.62 1.41 -3.42
H 5.09 2.01 0.05
H 4.46 0.67 1.04
H 3.44 2.08 0.71
H 5.74 0.04 -2.25
H 4.46 -1.02 -2.90
H 5.11 -1.32 -1.27
```

lowest unoccupied orbital energy (spin up / spin down) = -2.1 / -2.2 eV
spin multiplicity = 5
charge = +1
⟨S²⟩ = 6.014
orbital gap (spin up / spin down) = 8.635 / 8.468 eV

Results of the natural (NBO) charge analysis, in e, for atoms 1 through 2:
1 Fe 1.443
2 C -0.267

---

Going through the records in order, we get energy relative to the best compared isomer or geometry (same formula, charge and spin) values of 439.4; 51.5; 129.1; 4.6 kJ/mol.